Computed, not measured: an isolated molecule of C4H8O, with ωB97M-V/def2-TZVPD.

```
13
C4H8O ωB97M-V/def2-TZVPD
O -1.546 0.860 -0.001
C -0.178 0.914 -0.024
C -2.158 -0.425 0.024
C 2.115 0.023 0.044
C 0.653 -0.105 -0.055
H 0.152 1.966 -0.066
H -3.197 -0.185 0.255
H 0.360 -1.159 -0.133
H 2.529 -0.995 -0.261
H -2.102 -0.933 -0.950
H -1.669 -1.064 0.821
H 2.507 0.377 1.007
H 2.534 0.728 -0.662
```

Properties
SMILES: C/C=C/OC
HOMO level: -0.31582 Eh


Computed, not measured: an isolated molecule of C4H8O, with ωB97M-V/def2-TZVPD.

```
13
C4H8O ωB97M-V/def2-TZVPD
O -0.559 1.398 -0.013
C -0.026 -0.716 0.817
C -0.406 0.548 -1.156
C 0.255 -0.756 -0.664
C 0.179 0.784 1.023
H -0.243 0.904 2.004
H 0.610 -1.352 1.445
H 0.205 1.040 -1.925
H 1.237 1.089 0.927
H -1.405 0.367 -1.564
H 1.344 -0.700 -0.770
H -1.072 -0.968 1.054
H -0.118 -1.639 -1.177
```

Properties
SMILES: C1CCOC1
HOMO level: -0.35646 Eh


Computed, not measured: an isolated molecule of C4H8O, with ωB97M-V/def2-TZVPD.

```
13
C4H8O ωB97M-V/def2-TZVPD
O -1.770 0.364 -0.255
C 1.593 -1.323 0.562
C -1.218 1.569 -0.635
C 0.495 -0.523 -0.089
C -0.811 -0.480 0.271
H 1.312 -2.595 0.684
H 1.839 -0.974 1.702
H 0.772 0.316 -0.822
H -1.341 -1.209 0.904
H 2.542 -1.011 -0.073
H -2.001 2.322 -0.670
H -0.850 1.474 -1.737
H -0.563 2.070 0.158
```

Properties
SMILES: C/C=C/OC
HOMO level: -0.31747 Eh


Computed, not measured: an isolated molecule of C4H8O, with ωB97M-V/def2-TZVPD.

```
13
C4H8O ωB97M-V/def2-TZVPD
O -2.188 0.339 -0.975
C -1.313 -0.176 0.009
C 1.164 0.650 0.480
C 1.241 -0.829 0.233
C 0.143 -0.022 -0.398
H 2.025 -1.207 -0.418
H -1.583 -1.232 0.105
H -1.972 1.270 -1.101
H 0.985 -1.495 1.054
H 1.908 1.296 0.022
H -1.498 0.298 0.986
H 0.848 0.969 1.471
H 0.239 0.139 -1.469
```

Properties
SMILES: OCC1CC1
HOMO level: -0.37100 Eh


Computed, not measured: an isolated molecule of C4H8O, with ωB97M-V/def2-TZVPD.

```
13
C4H8O ωB97M-V/def2-TZVPD
O -0.112 -2.581 1.438
C 0.345 -0.370 0.310
C 0.293 -2.019 0.468
C -0.359 -0.112 -1.021
C -0.290 0.378 1.459
H -1.408 -0.386 -0.933
H -1.370 0.239 1.459
H 0.076 -0.709 -1.820
H 0.675 -2.538 -0.421
H 0.105 0.038 2.413
H -0.085 1.443 1.352
H -0.310 0.937 -1.300
H 1.409 -0.134 0.227
```

Properties
SMILES: CC(C)C=O
HOMO level: -0.35044 Eh


Computed, not measured: a 2-piece molecular cluster, C4H8O overall, with ωB97M-V/def2-TZVPD.

```
13
C4H8O ωB97M-V/def2-TZVPD
O 1.802 1.030 -0.756
C 2.433 0.586 1.516
C -2.835 -1.692 -1.130
C 2.291 1.421 0.526
C -2.697 -0.512 -0.527
H -2.278 -0.286 0.514
H 2.197 -0.449 1.666
H 2.126 2.464 0.681
H 3.151 0.845 2.249
H -2.484 -1.832 -2.124
H 2.451 0.318 -1.045
H -3.419 -2.385 -0.708
H -2.737 0.494 -0.862
```

Properties
SMILES: C=CO.C=C
HOMO level: -0.32368 Eh


| no. | E_tot (a.u.) | Kohn-Sham gap (eV) |
| --- | --- | --- |
| 1 | -232.394633 | 9.69 |
| 2 | -232.420178 | 10.84 |
| 3 | -232.343442 | 9.68 |
| 4 | -232.402131 | 11.19 |
| 5 | -232.428502 | 10.55 |
| 6 | -232.280597 | 9.75 |